# 1
Entry from OMol25: a structure of composition C38H49N5SSbSn (ωB97M-V with the def2-TZVPD basis set).

```
95
Properties=species:S:1:pos:R:3:forces:R:3:mulliken_charge:R:1
Sn -0.44106 -0.85615 -0.56761 0.22 0.02 0.05 1.573
C 1.76036 0.69562 -3.28721 -0.06 -0.01 -0.07 -1.113
C 3.17032 0.30886 -2.84761 0.13 -0.05 0.04 -1.089
C 3.51440 0.42931 -1.38518 0.08 0.04 -0.03 0.641
C 4.66217 1.10853 -0.98281 -0.04 -0.01 -0.02 -1.125
C 4.99900 1.12288 0.35938 -0.01 -0.01 0.05 -0.631
C 4.17673 0.46866 1.26434 0.00 0.04 -0.01 -0.713
C 3.04341 -0.15866 0.77564 -0.02 0.04 -0.08 -0.295
N 2.71736 -0.18438 -0.51523 0.03 -0.15 0.02 0.590
N 0.67676 -0.30018 -3.18362 -0.09 -0.03 -0.05 1.185
C 0.98565 -1.59229 -3.77487 -0.02 0.09 -0.07 -1.318
C -0.02706 -2.66271 -3.42155 0.09 0.06 -0.09 0.509
C -0.06024 -3.82472 -4.18169 -0.05 -0.01 -0.10 -1.210
C -0.98531 -4.80748 -3.88492 0.00 -0.01 0.03 -0.599
C -1.86922 -4.59841 -2.83513 0.04 0.03 -0.02 -0.926
C -1.76752 -3.42425 -2.11829 0.01 -0.06 -0.04 -0.442
N -0.85872 -2.47738 -2.39637 -0.11 -0.01 0.22 0.899
C -0.50341 0.24463 -3.86611 -0.01 -0.04 0.04 -0.963
C -1.30800 1.23357 -3.06746 -0.06 0.07 -0.08 0.294
C -1.57329 2.50285 -3.55127 -0.04 0.00 0.00 -0.918
C -2.48242 3.30709 -2.87560 0.02 0.01 0.04 -0.450
C -3.09565 2.81442 -1.73852 0.00 0.04 -0.08 -0.744
C -2.74695 1.54745 -1.29970 0.07 -0.05 0.14 -0.209
N -1.86600 0.77729 -1.93803 0.01 -0.13 0.04 0.090
H 1.83990 1.00824 -4.34008 -0.04 -0.01 -0.01 0.528
H 1.43270 1.57428 -2.72539 0.01 0.01 0.00 0.285
H 3.84977 0.95303 -3.40700 0.02 0.01 0.00 0.480
H 3.41879 -0.70725 -3.16757 -0.01 0.05 -0.02 0.315
H 5.28188 1.61360 -1.71257 -0.01 -0.02 0.00 0.477
H 5.88971 1.63716 0.69629 0.00 0.00 0.00 0.398
H 4.39983 0.45444 2.32256 0.00 -0.01 -0.01 0.449
H 2.35759 -0.66490 1.44892 -0.02 -0.02 0.03 0.425
H 1.96873 -1.93512 -3.45311 -0.04 0.02 0.08 0.402
H 1.02471 -1.52770 -4.87463 0.07 -0.03 0.00 0.453
H 0.62726 -3.94006 -5.01030 0.00 0.01 0.02 0.537
H -1.02430 -5.71796 -4.46885 0.00 0.01 0.01 0.441
H -2.62226 -5.32756 -2.57246 0.00 0.01 0.00 0.521
H -2.42393 -3.21587 -1.28209 -0.01 0.03 -0.02 0.496
H -1.18182 -0.57983 -4.09103 0.01 0.01 -0.01 0.362
H -0.21768 0.69740 -4.82544 0.02 0.00 -0.01 0.487
H -1.09430 2.84530 -4.45895 -0.01 -0.01 0.00 0.454
H -2.71121 4.30001 -3.24047 0.00 -0.01 0.00 0.460
H -3.82202 3.39809 -1.19060 0.00 -0.02 0.00 0.476
H -3.17938 1.13162 -0.39754 0.00 0.01 -0.02 0.360
C 1.98803 -3.51241 -0.88344 -0.03 0.05 0.09 -0.394
C 1.00870 -3.93369 0.17468 -0.05 0.05 0.01 0.499
C 1.24467 -5.15044 0.85905 0.08 0.03 -0.03 -1.074
C 0.36089 -5.57193 1.79814 -0.02 -0.02 0.04 -0.923
C -0.80210 -4.81236 2.06329 0.01 -0.02 0.05 1.102
C -1.75684 -5.22470 3.01718 0.04 -0.03 -0.02 -0.816
C -2.88059 -4.47664 3.21306 -0.03 0.01 -0.02 -0.834
C -3.09375 -3.31362 2.45410 0.01 0.02 0.04 -0.868
C -2.18177 -2.87396 1.52069 -0.05 0.11 0.03 0.881
S -2.59525 -1.43292 0.59062 -0.14 0.03 -0.11 -0.649
C -0.98712 -3.62037 1.32863 0.08 -0.01 -0.03 -0.733
N -0.04903 -3.18980 0.42041 -0.12 -0.14 -0.04 0.803
H 3.00173 -3.50349 -0.48139 0.02 -0.02 0.00 0.594
H 1.77253 -2.51586 -1.26060 0.02 0.03 0.04 -0.768
H 1.96614 -4.23065 -1.70763 -0.01 0.04 0.00 0.344
H 2.13382 -5.72028 0.62340 -0.01 0.00 0.00 0.542
H 0.52369 -6.49292 2.34528 0.00 0.01 0.00 0.421
H -1.58228 -6.13579 3.57542 0.00 0.01 0.00 0.407
H -3.62191 -4.78109 3.93988 0.00 0.02 -0.01 0.398
H -4.00143 -2.74056 2.59587 0.01 -0.02 0.01 0.512
C -3.00531 4.42055 2.35960 0.04 0.04 -0.03 -1.440
C -1.51314 4.41771 2.04180 -0.02 -0.07 -0.02 0.329
C -1.20599 5.32280 0.85196 -0.04 0.01 0.04 -1.317
Sb -0.77786 2.40250 1.68195 -0.01 0.08 0.02 0.178
C -1.01131 1.65978 3.70986 0.02 -0.02 -0.06 0.302
C 0.07847 0.63870 4.03036 -0.06 0.02 0.02 -1.281
C -2.39456 1.03756 3.90245 0.07 -0.02 0.01 -1.164
C 1.33996 2.87783 1.79930 -0.04 -0.05 -0.05 0.776
C 1.68588 3.89586 2.87932 0.04 -0.02 -0.05 -1.608
C 1.87238 3.29123 0.42605 0.03 0.00 0.10 -1.067
H -3.35384 5.44377 2.53011 -0.01 -0.01 -0.01 0.423
H -3.24180 3.84394 3.25298 0.00 -0.01 0.01 0.317
H -3.59104 4.01196 1.53036 0.00 -0.01 0.01 0.233
H -0.96204 4.76742 2.91762 -0.01 0.03 0.01 0.498
H -1.70522 4.96468 -0.05370 0.02 0.00 0.01 0.145
H -0.13849 5.38537 0.63890 -0.04 0.02 0.02 0.228
H -1.56296 6.33987 1.04217 -0.01 -0.02 -0.01 0.460
H -0.90280 2.53086 4.36240 -0.01 -0.02 0.03 0.439
H 0.04417 -0.20174 3.32772 0.01 0.00 -0.01 0.066
H -0.07053 0.22420 5.03191 0.00 -0.01 -0.01 0.486
H 1.07976 1.06950 3.99911 0.01 0.01 0.00 0.268
H -2.51586 0.15974 3.26170 0.00 0.01 -0.01 0.067
H -3.20706 1.72703 3.67243 0.00 0.01 -0.01 0.251
H -2.52214 0.71360 4.93994 0.00 -0.01 -0.01 0.452
H 1.79225 1.91683 2.06410 -0.02 0.05 -0.04 -0.182
H 1.32438 4.89168 2.61429 0.00 0.00 0.01 0.297
H 2.77089 3.96889 3.00310 0.01 0.02 0.00 0.430
H 1.26146 3.63405 3.85100 0.01 -0.01 -0.01 0.357
H 1.49678 4.27343 0.13080 0.03 -0.06 -0.01 0.358
H 1.58821 2.57834 -0.35192 0.00 -0.04 0.00 0.058
H 2.96393 3.35407 0.43541 0.03 0.01 0.01 0.354
```
Forces are in eV/Å.

Summary:
- lowest unoccupied orbital energy (Eh) = -0.0808
- energy above the lowest of the compared OMol25 structures with the same formula, charge and spin (kJ/mol) = 0.0
- net charge = +1
- multiplicity = 1

---

# 2
Entry from OMol25: a structure of composition C19H25BrIN6O4Zr at a distorted geometry (ωB97M-V with the def2-TZVPD basis set).

```
57
Properties=species:S:1:pos:R:3:forces:R:3:mulliken_charge:R:1
Zr 0.12942 -0.25482 -0.04769 0.16 0.11 0.16 1.214
C -2.46369 -2.10499 0.37452 0.53 -0.18 -1.49 -0.877
C -1.42212 -2.64099 1.37721 -0.54 0.95 -0.24 -0.765
N -0.75950 -1.51111 2.01843 1.75 -0.19 -0.68 -0.037
C -1.61893 -0.67423 2.79543 0.11 2.19 0.47 -0.792
C -1.22923 0.83332 2.62520 -1.19 -0.25 0.88 -0.876
N -1.20958 1.24176 1.20885 -0.07 0.62 -0.08 -0.239
C -2.53160 1.53664 0.60480 -0.20 -0.72 -0.91 -0.775
C -3.12267 0.27304 -0.18404 0.48 1.86 0.64 -0.581
N -2.12786 -0.79365 -0.31702 0.13 -0.99 0.24 -0.164
H -2.63024 -2.86838 -0.40579 0.17 0.26 0.26 0.313
H -3.41893 -1.96384 0.82386 -0.65 0.04 0.61 0.626
H -1.99574 -3.25165 2.05291 -0.03 -0.47 0.60 0.479
H -0.64026 -3.21958 0.93323 0.20 -0.51 -0.43 0.433
H 0.11461 -1.79242 2.53901 -1.58 0.23 -0.70 0.377
H -2.67038 -0.73497 2.48691 0.29 -0.43 0.13 0.260
H -1.51699 -0.91488 3.84768 -0.43 -0.03 0.30 0.575
H -1.97537 1.42189 3.22566 0.57 -0.29 -0.62 0.436
H -0.25118 1.07129 3.01793 0.25 -0.28 0.21 0.444
H -0.66650 2.11181 1.16139 -0.17 -0.34 0.06 0.382
H -3.25788 1.81904 1.36509 0.11 0.17 0.14 0.456
H -2.41445 2.37647 -0.09973 0.02 -0.40 0.35 0.403
H -3.99468 -0.02174 0.42522 0.14 -0.28 -0.90 0.460
H -3.35083 0.64113 -1.20957 -0.41 -0.45 0.88 0.280
H -2.05259 -0.98108 -1.31713 -0.04 -0.28 0.00 0.046
O 1.74126 0.77116 -1.00457 -0.06 -0.58 0.44 -0.505
N 1.62655 1.33500 -2.12606 -1.29 1.09 -1.81 -0.753
N 0.39417 1.51610 -2.47560 0.84 -1.20 2.37 1.027
O -0.55279 1.07746 -1.63512 0.46 -0.33 0.09 -0.543
C -0.03384 2.18458 -3.63654 1.07 -0.04 -0.07 0.471
C 0.87255 3.00696 -4.27443 -0.58 0.08 -0.17 -0.556
C 0.44588 3.62829 -5.42111 -0.13 0.84 -1.10 -0.544
C -0.87524 3.43875 -5.89330 1.23 0.30 0.36 -0.543
C -1.74202 2.61356 -5.19513 -0.12 0.79 -1.10 -0.661
C -1.29761 1.95359 -4.08156 -0.94 -0.37 0.30 -0.010
H 1.82753 3.15077 -3.83108 0.68 0.19 0.03 0.550
H 1.12859 4.32572 -5.95895 -0.65 -0.71 0.46 0.335
H -1.15916 3.97682 -6.78809 -0.25 -0.11 0.06 0.408
H -2.76300 2.53856 -5.54097 -0.03 -0.28 0.06 0.400
H -1.94366 1.27852 -3.55199 -0.08 -0.13 0.13 0.314
Br 5.44355 0.07903 5.75940 0.03 0.16 0.05 -0.142
C 4.72670 -0.88955 4.31659 1.05 -0.30 0.90 -0.046
C 5.24625 -2.14925 4.04192 0.66 -0.19 0.42 -0.123
N 4.70079 -2.93409 3.14324 0.10 -0.75 -0.48 -0.573
C 3.70032 -2.48323 2.40232 0.52 0.97 0.63 -0.460
C 3.23049 -1.17827 2.53523 -1.20 -0.07 -0.64 0.153
C 3.71588 -0.39368 3.56567 -0.53 0.43 -0.41 -0.377
C 2.12558 -0.75647 1.60672 0.17 -0.91 -0.82 1.184
O 1.71837 -1.63015 0.75236 0.18 0.52 0.39 -0.710
O 1.52685 0.36276 1.57162 0.41 0.02 0.97 -0.863
H 6.14264 -2.54686 4.55454 -0.70 0.38 -0.13 0.377
H 3.29587 -3.14232 1.68399 -0.40 -0.57 -0.68 0.695
H 3.31598 0.57346 3.78655 -0.21 0.46 -0.11 0.587
I -0.85984 -2.17650 -3.35611 -0.15 0.20 0.37 -0.028
C 0.18692 -2.04568 -1.45856 -0.53 0.40 -0.54 -1.346
H 1.19308 -2.09725 -1.80807 0.97 0.02 -0.07 0.672
H -0.00149 -2.98584 -0.98531 -0.14 -0.66 0.22 0.530
```
Forces are in eV/Å.

Summary:
- lowest unoccupied orbital energy (Eh) = -0.1066
- net charge = +1
- multiplicity = 1

---

# 3
Entry from OMol25: the ion C5H12N with charge +1 at a distorted geometry (ωB97M-V with the def2-TZVPD basis set).

```
18
Properties=species:S:1:pos:R:3:forces:R:3:mulliken_charge:R:1
C 2.18853 -0.08729 -0.00486 -0.28 2.26 2.02 -0.876
C 0.97609 0.11589 0.48807 -1.10 -1.06 0.29 0.583
N 0.64132 1.22854 1.46870 1.50 0.27 0.58 -0.278
C -0.20075 -0.77064 0.40255 -0.91 -1.67 -0.36 -1.184
C -1.53781 -0.27500 -0.21573 2.32 0.68 -1.93 -0.070
C -1.24741 -0.29168 -1.73500 -1.30 -1.08 -1.90 -1.341
H 2.82979 0.75697 0.26676 0.67 -0.64 -0.45 0.277
H 2.58361 -1.01234 -0.36977 -0.22 -0.09 -0.75 0.320
H 0.34503 2.12332 1.07490 -0.51 -0.19 -0.15 0.348
H 1.43800 1.46704 2.07353 0.30 -0.04 -0.46 0.399
H -0.00889 0.85853 2.17384 -0.47 0.21 -0.65 0.392
H -0.43580 -1.31500 1.31434 0.32 0.35 0.74 0.416
H 0.09321 -1.58820 -0.25791 0.16 -0.03 0.05 0.401
H -2.34997 -0.94483 0.03505 -0.13 0.18 0.18 0.333
H -1.73756 0.79042 -0.03401 -0.40 -0.40 0.64 0.199
H -0.44360 0.33048 -2.13641 -0.31 0.69 0.60 0.344
H -2.18073 -0.14298 -2.31200 0.43 0.73 0.30 0.365
H -0.95305 -1.24321 -2.23206 -0.07 -0.19 1.24 0.371
```
Forces are in eV/Å.

Summary:
- lowest unoccupied orbital energy (Eh) = -0.1414
- energy above the lowest of the compared OMol25 structures with the same formula, charge and spin (kJ/mol) = 196.4
- net charge = +1
- multiplicity = 1